1.
18
Properties=species:S:1:pos:R:3:forces:R:3 method="wB97M-V/def2-TZVPD" charge=+1 e_tot_ha=-2825.3540 e_above_lowest_kj_mol=743.5 lumo_energy_ev="-5.30 / -4.62"
C -0.900 -0.644 0.641 -5.281 1.698 -2.127
C -2.464 0.346 -0.334 5.159 -1.773 2.197
C 0.321 -0.058 -1.338 2.728 -1.239 -0.380
C 1.379 -1.157 0.652 1.298 0.079 1.293
C 0.699 1.228 0.623 -2.030 1.177 -3.685
N 0.341 -0.185 0.140 1.021 1.560 0.521
Br -4.110 -0.089 -0.011 -2.022 -0.753 0.396
H -1.078 -1.716 0.481 0.209 0.278 0.200
H -2.252 1.393 -0.411 0.140 0.518 -0.160
H 1.251 0.354 -1.840 -0.418 -1.444 1.055
H -0.096 -0.968 -1.667 0.129 -1.133 -1.108
H -0.323 0.671 -1.581 -2.761 2.501 -0.459
H 1.201 -2.222 0.254 0.620 1.984 0.412
H 2.302 -0.590 0.464 0.270 -1.144 -0.983
H 1.517 -1.140 1.801 -1.417 -0.243 -1.615
H 1.322 1.718 -0.159 0.199 -0.676 1.066
H -0.147 1.946 0.739 -0.073 -1.201 -0.420
H 1.037 1.115 1.547 2.228 -0.188 3.796

***

2.
75
Properties=species:S:1:pos:R:3:forces:R:3 method="wB97M-V/def2-TZVPD" charge=+1 e_tot_ha=-4308.4116 lumo_energy_ev=-4.06
N 5.061 2.679 -0.351 -0.798 0.038 -0.118
P 4.170 3.276 -1.461 1.126 -0.380 1.048
O 4.705 4.656 -2.045 -0.660 0.092 -0.122
O 4.070 2.454 -2.800 -0.354 0.058 -0.311
C 2.454 3.666 -0.921 -0.244 0.338 0.805
C 2.240 4.076 0.594 0.380 0.566 -0.780
N 0.880 3.583 0.909 -0.064 0.239 -0.666
C 0.404 3.261 -0.341 0.203 -0.784 1.176
N -0.778 3.503 -0.776 0.353 -0.171 -0.262
C -1.221 3.165 -2.137 -0.178 -0.039 0.679
C -2.678 2.760 -2.197 -0.041 0.080 0.470
O -3.239 2.562 -3.204 -0.237 -0.114 -0.722
Cl -3.498 2.574 -0.638 0.023 0.003 0.114
N 1.413 2.673 -1.171 -0.451 0.842 -1.618
F 1.731 1.509 -0.476 0.286 -0.520 0.320
H 4.556 2.546 0.517 0.313 -0.138 0.147
H 4.715 5.285 -1.308 0.438 0.123 -0.182
H 4.024 1.508 -2.602 0.166 -0.008 -0.114
H 2.107 4.527 -1.498 0.132 -0.064 -0.405
H 2.233 5.163 0.579 -0.184 0.109 0.350
H 3.004 3.834 1.317 -0.076 -0.600 0.048
H 0.896 2.742 1.499 -0.445 -0.060 0.658
H -1.405 3.964 -0.123 -0.116 0.027 -0.068
H -0.641 2.317 -2.485 0.155 0.035 -0.156
H -1.069 4.023 -2.785 -0.023 0.007 -0.163
C 4.301 5.963 4.959 -0.045 -0.035 0.079
S 5.037 5.698 3.348 0.054 0.016 -0.018
O 4.063 4.867 2.567 0.143 0.121 0.167
C 6.334 4.589 3.885 0.051 -0.074 0.025
H 3.433 6.606 4.830 0.008 0.015 -0.040
H 3.997 5.007 5.383 0.010 -0.020 -0.033
H 5.028 6.456 5.605 0.008 0.022 -0.007
H 5.892 3.725 4.380 -0.037 0.013 -0.004
H 7.002 5.121 4.562 0.012 0.015 -0.009
H 6.885 4.269 3.003 -0.019 0.025 -0.030
C 2.171 -0.959 3.166 0.012 0.111 0.175
S 1.095 -0.140 1.992 0.314 -0.597 -0.250
O 0.420 0.996 2.697 -0.034 0.504 -0.173
C -0.076 -1.483 1.853 -0.160 -0.069 0.004
H 2.968 -0.267 3.432 0.002 0.022 -0.023
H 1.601 -1.226 4.055 -0.019 0.005 -0.002
H 2.594 -1.848 2.701 -0.034 0.009 -0.043
H -0.483 -1.718 2.836 0.021 0.017 0.023
H 0.426 -2.356 1.432 -0.012 -0.023 0.022
H -0.880 -1.172 1.188 0.029 0.049 -0.026
C -1.379 -6.163 -0.525 -0.033 -0.032 0.079
S 0.381 -6.052 -0.171 -0.036 -0.100 -0.015
O 0.529 -5.194 1.043 -0.044 0.229 0.017
C 0.816 -5.034 -1.577 0.292 0.013 0.064
H -1.835 -6.741 0.275 0.021 -0.025 0.014
H -1.832 -5.174 -0.558 0.082 0.059 0.016
H -1.525 -6.678 -1.475 0.041 -0.010 -0.006
H 0.246 -4.113 -1.545 -0.092 0.031 -0.027
H 0.600 -5.575 -2.496 -0.041 0.024 -0.032
H 1.883 -4.822 -1.517 0.009 -0.110 0.073
C -3.588 -2.365 -3.463 0.023 0.064 -0.113
S -2.911 -3.933 -2.899 -0.109 0.026 -0.017
O -1.429 -3.835 -3.031 -0.117 0.142 -0.177
C -3.503 -4.895 -4.292 0.009 -0.025 -0.099
H -3.296 -1.602 -2.744 -0.002 -0.025 0.043
H -3.185 -2.125 -4.447 0.024 -0.032 0.008
H -4.675 -2.433 -3.501 -0.008 0.001 0.023
H -3.109 -4.478 -5.219 0.031 0.015 0.020
H -4.592 -4.886 -4.298 -0.006 -0.022 0.032
H -3.148 -5.915 -4.166 0.003 -0.006 0.039
C -6.924 -3.265 -0.759 -0.077 0.031 0.009
S -5.190 -3.418 -0.313 -0.044 0.088 0.049
O -4.877 -4.867 -0.272 -0.010 -0.079 0.015
C -5.381 -2.869 1.386 -0.030 0.030 0.085
H -7.037 -3.604 -1.787 0.032 -0.017 -0.005
H -7.524 -3.890 -0.098 0.031 -0.031 0.008
H -7.229 -2.222 -0.681 0.008 0.006 -0.012
H -6.089 -3.519 1.900 0.007 -0.032 -0.021
H -5.732 -1.837 1.396 0.007 0.005 -0.011
H -4.407 -2.931 1.867 0.023 -0.026 -0.027

***

3.
17
Properties=species:S:1:pos:R:3:forces:R:3 method="wB97M-V/def2-TZVPD" e_tot_ha=-346.9695 smiles=OC[C@H]1CCOC1 e_above_lowest_kj_mol=146.8 lumo_energy_ev=0.87
O -1.253 1.151 1.919 -0.243 0.150 0.134
C -0.833 1.276 0.575 0.145 -0.007 -0.425
C 0.371 0.380 0.363 0.021 0.063 0.000
C 0.061 -1.130 0.499 0.000 -0.054 0.041
C 0.467 -1.687 -0.875 -0.186 -0.236 0.064
O 1.445 -0.793 -1.370 0.057 -0.018 -0.079
C 0.914 0.479 -1.074 -0.034 0.281 0.025
H -2.037 1.700 2.041 0.123 -0.106 0.064
H -1.633 0.973 -0.123 0.091 0.033 0.142
H -0.565 2.319 0.337 -0.053 -0.154 0.074
H 1.144 0.674 1.082 -0.089 -0.048 -0.120
H 0.648 -1.582 1.304 -0.070 0.068 -0.148
H -0.996 -1.308 0.722 0.152 0.029 -0.031
H -0.403 -1.680 -1.553 0.115 -0.080 0.071
H 0.895 -2.692 -0.859 -0.068 0.135 0.043
H 0.080 0.695 -1.768 0.138 0.046 0.082
H 1.696 1.228 -1.218 -0.099 -0.101 0.064

***

4.
15
Properties=species:S:1:pos:R:3:forces:R:3 method="wB97M-V/def2-TZVPD" charge=+1 e_tot_ha=-267.0091 smiles="C=C/C=[NH+]/CN" e_above_lowest_kj_mol=236.8 lumo_energy_ev=-4.70
C -2.785 0.311 0.037 -0.603 -2.310 -0.280
C -1.886 -0.692 -0.110 -3.028 0.704 -0.753
C 1.869 0.646 0.086 -1.702 -0.654 -0.097
C -0.459 -0.456 0.025 -2.863 -0.064 -0.230
N 0.193 0.603 -0.176 3.398 -0.109 0.808
N 2.344 -0.668 -0.102 0.006 0.729 0.830
H -3.888 0.072 -0.057 1.557 0.701 0.237
H -2.416 1.234 0.360 -0.075 1.699 0.242
H -2.464 -1.658 -0.271 2.091 0.686 0.134
H 2.104 1.394 -0.696 0.417 -0.705 0.547
H 1.960 1.058 1.113 -0.144 -0.265 -0.750
H -0.055 -1.325 0.420 2.114 -1.249 0.488
H -0.072 1.489 -0.543 -1.300 0.348 -0.366
H 3.032 -0.776 -0.825 0.050 -0.174 -0.114
H 2.524 -1.232 0.738 0.082 0.662 -0.696